{
  "formula": "C25H18ClCrO2P",
  "method": "the ωB97M-V functional and the def2-TZVPD basis",
  "elements": ["Cr", "C", "C", "C", "C", "C", "C", "P", "C", "C", "C", "C", "C", "C", "C", "C", "C", "C", "C", "C", "H", "H", "H", "H", "H", "H", "H", "H", "H", "H", "H", "H", "H", "H", "Cl", "C", "C", "C", "C", "O", "C", "C", "O", "C", "H", "H", "H", "H"],
  "coordinates": [[0.35, -0.77, -1.46], [-4.81, 0.93, 2.10], [-3.90, 1.94, 2.38], [-2.63, 1.91, 1.82], [-2.27, 0.87, 0.96], [-3.19, -0.15, 0.69], [-4.45, -0.12, 1.26], [-0.66, 0.81, 0.13], [0.49, 1.54, 1.34], [1.32, 2.61, 1.01], [2.27, 3.07, 1.92], [2.38, 2.47, 3.16], [1.56, 1.40, 3.50], [0.62, 0.94, 2.59], [-0.65, 1.86, -1.33], [-1.14, 3.15, -1.51], [-0.94, 3.76, -2.74], [-0.25, 3.08, -3.74], [0.23, 1.79, -3.54], [0.03, 1.12, -2.32], [-5.80, 0.95, 2.54], [-4.17, 2.75, 3.04], [-1.92, 2.69, 2.05], [-2.90, -0.97, 0.04], [-5.16, -0.91, 1.04], [1.24, 3.07, 0.03], [2.91, 3.90, 1.66], [3.12, 2.83, 3.87], [1.65, 0.92, 4.46], [-0.02, 0.10, 2.85], [-1.68, 3.67, -0.72], [-1.31, 4.76, -2.92], [-0.09, 3.57, -4.69], [0.75, 1.29, -4.35], [3.79, -7.24, -0.98], [2.82, -5.81, -0.85], [1.98, -5.64, 0.26], [1.20, -4.53, 0.41], [1.21, -3.49, -0.57], [0.47, -2.46, -0.40], [2.07, -3.67, -1.69], [2.18, -2.71, -2.73], [1.59, -1.62, -2.81], [2.86, -4.84, -1.81], [1.95, -6.42, 1.02], [0.55, -4.41, 1.26], [2.85, -2.97, -3.56], [3.51, -4.96, -2.68]],
  "total_charge": 0,
  "de_lowest_kj_mol": 0.0,
  "multiplicity": 5,
  "s2": 6.024
}